Density functional theory data (ωB97M-V/def2-TZVPD) for a molecular structure, C7H10ClNO2 in a non-equilibrium geometry.

Output
orbital gap (spin up / spin down): 7.4 / 7.4 eV
spin multiplicity: 1
highest occupied orbital energy (spin up / spin down): -9.16 / -9.16 eV
E_LUMO (spin up / spin down): -1.8 / -1.8 eV
ΔE to the lowest compared entry with this formula, charge and spin: 253.5 kJ/mol

```
21
Properties=species:S:1:pos:R:3:nbo_charge:R:1
C -1.6572 1.6966 0.0229 0.785
C 1.6730 -0.4913 -0.7899 -0.394
C 1.4652 -1.5237 0.3524 -0.487
C 0.9044 0.5958 1.2804 -0.467
C -0.7033 0.4855 -0.4049 -0.203
C 0.8109 0.7707 -0.2955 -0.187
C 0.3475 -0.7918 0.9132 0.513
N -0.7480 -0.7272 0.2649 -0.507
O -1.2316 2.8094 0.2907 -0.664
O -2.7954 1.2785 0.0636 -0.683
Cl -3.3603 -1.1640 -1.2236 -0.510
H 2.7128 -0.0478 -0.8243 0.248
H 1.1947 -0.7317 -1.7403 0.237
H 1.2458 -2.5369 0.0569 0.242
H 2.3286 -1.7188 0.9686 0.242
H 1.8622 0.6660 1.7121 0.232
H 0.1176 1.0833 1.8918 0.258
H -1.0650 0.2007 -1.4706 0.267
H 1.1779 1.7108 -0.6908 0.259
H -2.9068 -0.0124 -0.4679 0.346
H -1.3729 -1.5517 0.0903 0.474
```

***

Density functional theory data (ωB97M-V/def2-TZVPD) for a molecular structure, C7H10FN2 in a non-equilibrium geometry.

Output
orbital gap (spin up / spin down): 5.4 / 6.7 eV
spin multiplicity: 3
charge: +1
highest occupied orbital energy (spin up / spin down): -9.25 / -14.35 eV
E_LUMO (spin up / spin down): -3.8 / -7.7 eV

```
20
Properties=species:S:1:pos:R:3:mulliken_spin:R:1
C 1.4081 -0.8999 0.1436 0.386
C 0.0994 -1.0179 0.2948 0.263
C 0.6983 1.1974 0.3658 0.805
C -3.2054 -1.1774 0.5236 0.064
C -2.9012 -0.1380 -0.1902 -0.011
C 3.1448 0.8923 0.0300 0.003
C -2.1194 0.9354 0.3111 0.078
N 1.8208 0.4508 0.2127 0.208
N -0.2785 0.3224 0.4571 0.143
F -1.9407 1.9299 -0.5546 0.007
H 2.1339 -1.6496 0.2906 0.008
H -0.5087 -1.8832 0.1413 -0.008
H 0.7513 2.2993 0.2182 0.015
H -3.6923 -1.9851 -0.0850 0.002
H -2.6634 -1.3989 1.4805 0.002
H -3.2705 -0.0445 -1.2102 -0.003
H 3.2720 1.3611 -0.9803 0.020
H 3.3294 1.8215 0.5773 0.006
H 3.8520 0.1104 0.0649 0.004
H -2.1181 1.2798 1.3364 0.006
```

***

Density functional theory data (ωB97M-V/def2-TZVPD) for 3 unconnected molecules or ions with the total composition C7H10FNO2 in a non-equilibrium geometry.

Output
orbital gap (spin up / spin down): 6.2 / 8.9 eV
spin multiplicity: 3
highest occupied orbital energy (spin up / spin down): -5.60 / -10.58 eV
E_LUMO (spin up / spin down): 0.6 / -1.6 eV
ΔE to the lowest compared entry with this formula, charge and spin: 0.0 kJ/mol

```
21
Properties=species:S:1:pos:R:3:mulliken_spin:R:1
C -2.8526 -1.2999 -1.2985 0.682
C 0.0965 -2.6840 2.5074 0.000
C 0.3713 -0.3463 -0.6681 0.064
C 3.0791 2.3505 0.3390 0.000
C -0.9712 0.2973 -0.9941 0.044
C 2.0079 2.3880 1.0455 0.001
C -2.0716 -0.5993 -0.5260 0.477
N -3.3710 -2.1468 -1.9707 0.580
O -0.1072 -1.9260 3.3443 0.000
O 0.1941 -3.3896 1.5896 0.000
F -2.3945 -0.3569 0.7503 0.084
H 0.3735 -1.3582 -1.1236 -0.011
H 1.2947 0.2110 -0.9650 0.008
H 0.6580 -0.2941 0.3764 -0.005
H 4.0400 2.0337 0.6140 0.000
H -4.3307 -1.9438 -2.3256 0.050
H 3.0039 2.6787 -0.7529 0.000
H -0.9645 1.2816 -0.6166 0.016
H -1.0989 0.3989 -2.0244 0.010
H 1.9758 1.8699 2.0837 0.000
H 1.0674 2.8352 0.6155 -0.001
```

***

Density functional theory data (ωB97M-V/def2-TZVPD) for a single C7H10FNO2 molecule in a non-equilibrium geometry.

Output
orbital gap (spin up / spin down): 8.7 / 7.2 eV
spin multiplicity: 3
highest occupied orbital energy (spin up / spin down): -7.89 / -9.20 eV
E_LUMO (spin up / spin down): 0.9 / -2.0 eV
ΔE to the lowest compared entry with this formula, charge and spin: 114.5 kJ/mol

```
21
Properties=species:S:1:pos:R:3:mulliken_spin:R:1
C -1.2604 -1.0557 0.2203 -0.001
C 1.1024 0.9829 -2.2058 0.021
C -0.0204 0.0010 -2.4443 0.039
C 0.0016 0.8137 -1.1483 -0.019
C -0.0512 -0.2248 2.5932 0.018
C 0.1656 0.7653 1.4052 0.008
C 0.2777 0.0470 0.0846 0.249
N -0.6844 -2.1764 0.2601 0.786
O -2.2581 -0.5274 -0.1327 0.142
O -0.0754 -2.8159 1.1027 0.735
F 1.3995 -0.6675 -0.0636 0.017
H 2.0888 0.7114 -1.9534 0.002
H 0.9642 1.8743 -2.7984 0.001
H -0.7711 0.5280 -3.0293 0.000
H -0.1293 -1.0713 -2.4104 -0.010
H -0.9302 1.4001 -1.1603 0.004
H 0.4662 0.2209 3.3631 -0.006
H -1.1347 -0.4217 2.7849 0.002
H 0.2960 -1.3117 2.5468 -0.005
H 1.1511 1.3576 1.4537 0.014
H -0.5978 1.5701 1.5317 0.003
```

***

Density functional theory data (ωB97M-V/def2-TZVPD) for a molecular structure, C7H10IN in a non-equilibrium geometry.

Output
orbital gap: 7.8 eV
spin multiplicity: 1
highest occupied orbital energy: -7.52 eV
E_LUMO: 0.3 eV
ΔE to the lowest compared entry with this formula, charge and spin: 96.7 kJ/mol

```
19
Properties=species:S:1:pos:R:3:nbo_charge:R:1
C 1.5184 2.1713 -1.5279 -0.376
C 0.3982 2.9175 -1.7789 -0.298
C 0.6439 0.2171 -0.3211 0.540
C -0.9366 0.3832 1.3523 -0.617
C 0.5454 -1.7534 1.3174 -0.589
C -1.1573 -1.4364 -0.5320 -0.593
C -0.2094 -0.6957 0.4616 -0.136
N 1.2405 1.0048 -0.9296 -0.195
I 1.0120 4.5632 -3.0170 -0.005
H 2.5026 2.0958 -1.8773 0.199
H -1.8952 -0.1679 1.5472 0.221
H -0.4749 0.7064 2.3500 0.244
H -1.3113 1.2161 0.6664 0.256
H -0.1062 -2.4357 1.7407 0.220
H 1.0729 -1.3411 2.1503 0.226
H 1.2517 -2.4592 0.6770 0.225
H -1.9126 -0.9328 -1.0223 0.234
H -1.5018 -2.2767 0.1205 0.215
H -0.6803 -1.7765 -1.3773 0.225
```

***

Density functional theory data (ωB97M-V/def2-TZVPD) for a gas-phase ion, C7H10IN4 (charge +1) in a non-equilibrium geometry.

Output
orbital gap: 7.3 eV
spin multiplicity: 1
charge: +1
highest occupied orbital energy: -11.41 eV
E_LUMO: -4.1 eV
ΔE to the lowest compared entry with this formula, charge and spin: 375.8 kJ/mol

```
22
Properties=species:S:1:pos:R:3:nbo_charge:R:1
C 0.5974 2.3056 -0.2269 0.060
C -1.1453 1.5381 0.9629 -0.164
C 0.5876 0.9273 -0.3958 -0.347
C -0.5177 0.4282 0.4725 0.238
C 1.3144 0.1664 -1.3128 0.584
C 0.4165 -1.7172 0.2465 -0.119
C -1.5296 -1.4811 1.6809 -0.408
N -0.4347 2.6197 0.5647 -0.412
N -0.6098 -0.8737 0.7914 -0.422
N 0.6519 -1.7685 -1.1620 -0.517
N 2.1506 0.2850 -2.3017 -0.734
I -1.0732 -1.7705 -2.3833 0.337
H 1.3460 3.0268 -0.5718 0.242
H -1.9224 1.5049 1.6115 0.232
H 1.3891 -1.7057 0.7337 0.227
H 0.2105 -2.9124 0.4857 0.238
H -2.4226 -1.7582 1.0469 0.210
H -1.1779 -2.3922 2.2123 0.240
H -1.9527 -0.6354 2.2774 0.213
H -0.7875 3.4794 0.8995 0.441
H 2.4920 1.1540 -2.6760 0.419
H 2.4176 -0.4205 -2.9557 0.442
```

***

Density functional theory data (ωB97M-V/def2-TZVPD) for a molecular structure, C7H10INW in a non-equilibrium geometry.

Output
orbital gap (spin up / spin down): 7.0 / 6.7 eV
spin multiplicity: 3
highest occupied orbital energy (spin up / spin down): -6.67 / -8.14 eV
E_LUMO (spin up / spin down): 0.3 / -1.4 eV
ΔE to the lowest compared entry with this formula, charge and spin: 0.0 kJ/mol

```
20
Properties=species:S:1:pos:R:3:mulliken_spin:R:1
C 0.1523 -0.6928 -1.4709 0.059
C -1.1449 -0.7481 -0.8362 0.031
C -1.0938 -1.6994 0.2237 -0.034
C 0.2427 -2.1795 0.3289 0.099
C 1.0098 -1.5905 -0.7257 0.006
W 0.6686 0.4239 0.3968 1.237
N 2.5055 0.2715 0.2889 -0.023
C -0.1955 2.3436 0.0141 0.149
C -1.3128 1.6307 0.5147 0.310
H -1.9404 -2.0208 0.8350 -0.002
H -2.0409 -0.2733 -1.2416 0.005
H 0.6231 -2.9149 1.0339 0.006
H 2.0224 -1.8774 -1.0085 -0.011
H 0.3889 -0.2260 -2.4252 0.007
H -2.1489 1.4638 -0.1622 0.000
H 0.3115 3.0282 0.7046 0.025
H 3.4320 0.7053 0.1455 0.021
H -1.6659 1.8402 1.5234 -0.005
H -0.1322 2.6452 -1.0350 0.026
I 0.3185 -0.1295 2.8960 0.093
```

***

Density functional theory data (ωB97M-V/def2-TZVPD) for a gas-phase ion, C7H10N (charge +1) in a non-equilibrium geometry.

Output
orbital gap (spin up / spin down): 7.5 / 7.5 eV
spin multiplicity: 1
charge: +1
highest occupied orbital energy (spin up / spin down): -13.58 / -13.58 eV
E_LUMO (spin up / spin down): -6.0 / -6.0 eV
ΔE to the lowest compared entry with this formula, charge and spin: 469.8 kJ/mol

```
18
Properties=species:S:1:pos:R:3:nbo_charge:R:1
C 2.7924 1.0107 -0.2709 0.006
C 2.0681 0.0473 -0.0106 -0.084
C 0.4060 -1.9748 0.0913 -0.201
C 1.2802 -1.0402 0.0278 0.257
C -1.0652 -1.8050 0.1714 -0.418
C -1.4032 -0.4407 -0.3828 -0.195
C -0.3287 1.9489 0.0217 -0.441
N -0.5860 0.6125 0.3924 -0.514
H 3.4475 1.7801 -0.5160 0.263
H 0.6752 -2.9771 0.0939 0.288
H -1.5628 -2.5395 -0.3948 0.266
H -1.1657 -1.6724 1.3007 0.252
H -1.2261 -0.3425 -1.4509 0.224
H -2.3759 -0.2644 -0.1854 0.220
H -0.7628 2.5004 -0.8773 0.251
H -0.4623 2.6464 0.8584 0.234
H 0.7666 2.0255 -0.2274 0.199
H -0.4974 0.4849 1.3584 0.393
```